(1)
Computed, not measured: 2 unconnected molecules or ions with the total composition C4H10O2, with ωB97M-V/def2-TZVPD.

* calculated total energy: -8405.1128 eV
* relative energy (zero: lowest compared OMol25 entry of this formula, charge and spin): 0.434 eV
* SMILES string: O=CO.CCC
* HOMO-LUMO gap: 0.4359 Ha

Element x y z (Å)
O  3.371068  -0.718970  0.552996
O  3.162054  1.167031  -0.649142
C  -1.234650  0.260186  0.588322
C  -2.307840  -0.788601  0.814456
C  3.091998  -0.158646  -0.467009
C  -0.705791  0.293604  -0.844620
H  -2.673558  -0.754787  1.838706
H  -0.436397  0.173037  1.340662
H  -3.156402  -0.611598  0.152450
H  -1.933250  -1.806854  0.660864
H  0.342095  0.542496  -0.944452
H  3.506036  1.519124  0.186092
H  2.771888  -0.702545  -1.362854
H  -0.875714  -0.683943  -1.306270
H  -1.256664  1.045436  -1.420002
H  -1.664871  1.225026  0.859802

Cartesian forces (eV/Å) of the 6 atoms listed first:
O 0.0162 0.1122 0.1443
O -0.0046 -0.1964 -0.0650
C 0.3055 0.4742 0.6942
C 0.0657 -0.2405 0.1399
C 0.1187 -0.4278 0.0286
C -0.5661 -0.0467 -0.1101

(2)
Computed, not measured: a single C3H4P2 molecule in a non-equilibrium geometry, with ωB97M-V/def2-TZVPD.

* calculated total energy: -21750.7363 eV
* relative energy (zero: lowest compared OMol25 entry of this formula, charge and spin): 0.489 eV
* HOMO-LUMO gap: 0.2881 Ha

Element x y z (Å)
P  2.305634  -1.039987  0.053502
P  2.455167  0.963864  -0.042310
C  0.836983  0.017993  0.446256
C  -1.534083  -0.171488  -0.088412
C  -0.303496  0.008056  -0.455460
H  -1.869703  -0.228136  0.985913
H  0.616381  0.178346  1.604456
H  -2.358513  0.003402  -0.944111
H  -0.148369  0.267952  -1.559830

Cartesian forces (eV/Å) of the 6 atoms listed first:
P 0.1686 0.6759 0.0360
P -0.7868 -1.1302 0.0753
C 1.2128 0.8852 2.5522
C -4.3301 0.8371 -0.5861
C 1.2811 0.9497 -2.0829
H 0.3763 -0.2489 -1.3514

(3)
Computed, not measured: a single C26H33N7 molecule in a non-equilibrium geometry, with ωB97M-V/def2-TZVPD.

* calculated total energy: -37929.5211 eV
* relative energy (zero: lowest compared OMol25 entry of this formula, charge and spin): 0.000 eV
* SMILES string: CC(C)n1cnc2c(N(C)c3ccccc3)nc(N(CCN(C)C)Cc3ccccc3)nc21
* HOMO-LUMO gap: 0.3011 Ha

Element x y z (Å)
N  0.876734  3.942499  1.051251
N  -0.670393  3.569490  2.619529
N  0.662985  -0.389821  -0.760809
N  0.925651  1.755748  0.018628
N  -0.575368  0.218662  1.060280
N  -1.895471  0.677932  2.892612
N  0.198596  -4.069461  -0.658823
C  1.406371  -0.663585  -4.235814
C  -2.746794  -3.374974  3.526431
C  -0.065434  -1.631750  -0.843230
C  0.242158  -5.122141  0.332345
C  0.325476  0.564867  0.135048
C  3.223871  3.985214  0.427505
C  -0.153485  0.526460  -5.614959
C  0.489886  2.641034  0.909161
C  1.654770  -0.134066  -1.780361
C  1.856492  4.642765  0.252024
C  1.425044  4.637154  -1.213114
C  0.904130  -4.453150  -1.862178
C  -1.161768  -1.625489  3.084040
C  1.031489  0.093297  -3.134806
C  -2.661362  1.648657  3.643601
C  0.661140  -2.791471  -0.142168
C  -3.494660  -1.104056  3.296633
C  0.819492  -0.446747  -5.471055
C  -2.187555  -0.681906  3.065771
C  -0.536828  1.283187  -4.519510
C  -0.993866  1.098826  1.964661
C  -1.443168  -2.957681  3.311688
C  0.139351  4.432994  2.090543
C  0.052192  1.067569  -3.287715
C  -3.767820  -2.441464  3.519621
C  -0.481787  2.410766  1.900503
H  3.527630  4.009265  1.472066
H  1.120421  -1.041571  -6.321244
H  -4.787826  -2.754664  3.689335
H  1.751642  -2.676263  -0.268157
H  1.261297  -5.330867  0.696887
H  0.236334  5.447480  2.426487
H  2.145750  5.180656  -1.817978
H  -0.159027  -6.035549  -0.105422
H  3.969672  4.505701  -0.167043
H  -2.963029  -4.417830  3.704022
H  -0.385347  -4.840518  1.175783
H  -0.145706  -1.300134  2.929786
H  -4.303774  -0.390104  3.289701
H  2.165736  -1.426152  -4.128281
H  -2.897838  1.238752  4.625239
H  -2.071871  2.556807  3.757315
H  0.449441  5.105909  -1.324643
H  -0.636036  -3.676042  3.341920
H  1.972777  -4.658258  -1.679421
H  0.442673  -2.736425  0.924075
H  3.166982  2.949677  0.102485
H  -3.592973  1.905261  3.129322
H  -0.613162  0.694625  -6.577748
H  1.889254  5.673959  0.626408
H  0.826526  -3.659540  -2.602818
H  -1.040953  -1.491280  -0.377880
H  2.205703  0.758141  -1.473139
H  1.364831  3.611124  -1.566595
H  -1.296492  2.043577  -4.627775
H  -0.243703  1.652190  -2.429445
H  2.346364  -0.982353  -1.827076
H  -0.211030  -1.873706  -1.899484
H  0.445664  -5.351227  -2.274019

Cartesian forces (eV/Å) of the 6 atoms listed first:
N -0.2259 -0.2905 0.1119
N -0.1013 0.3875 0.3632
N 0.1315 -0.1612 -0.1894
N 0.1473 0.1423 -0.1925
N -0.1832 -0.0567 0.1393
N 0.1804 0.2350 0.0076

(4)
Computed, not measured: 2 unconnected molecules or ions with the total composition C5H11NO, with ωB97M-V/def2-TZVPD.

* calculated total energy: -8896.8356 eV
* relative energy (zero: lowest compared OMol25 entry of this formula, charge and spin): 4.862 eV
* HOMO-LUMO gap: 0.3067 Ha

Element x y z (Å)
O  2.924339  -0.747436  0.354329
N  0.120327  -0.319856  0.655184
C  -0.484918  -1.447823  0.898148
C  -2.669235  1.090687  -0.435456
C  0.583753  0.893158  0.933430
C  2.211023  -0.293553  -0.770712
C  0.878567  0.339329  -0.400948
H  -1.768919  1.300952  0.140132
H  -3.128777  2.034773  -0.740475
H  2.825426  0.480989  -1.243580
H  2.059603  -1.092958  -1.515000
H  -0.842713  -1.630567  1.904431
H  -2.430201  0.513795  -1.338007
H  0.268525  0.649761  -1.254521
H  1.201045  1.191897  1.768218
H  2.353184  -1.379366  0.812806
H  -3.380916  0.517077  0.166736
H  -0.720116  -2.100854  0.065287

Cartesian forces (eV/Å) of the 6 atoms listed first:
O -0.1110 -0.1998 0.0745
N -0.2582 -0.1760 0.1530
C 0.1823 0.2974 0.0205
C -0.2617 -0.0476 -0.2526
C 0.0691 -0.1727 0.1055
C -0.1103 0.1010 -0.2623

(5)
Computed, not measured: a molecular structure, C56H46BN12O3RbS2 in a non-equilibrium geometry, with ωB97M-V/def2-TZVPD.

* calculated total energy: -105842.1235 eV
* HOMO-LUMO gap: 0.1725 Ha
* charge: -2

Element x y z (Å)
Rb  13.737783  11.341527  14.948863
S  11.172331  14.495470  19.764614
S  12.103604  11.403332  19.086002
O  14.722591  7.372295  13.258235
O  15.307664  9.664053  11.333753
O  13.808130  14.786467  16.696337
N  13.529208  12.030306  11.984319
N  15.685325  16.567913  15.094549
N  10.956564  10.434932  13.639557
N  15.450417  13.842563  14.357158
N  11.041889  10.853800  12.388589
N  15.613955  9.322691  16.355638
N  17.059855  7.694836  18.168893
N  11.724775  13.627323  14.058164
N  23.354930  13.757666  16.447259
N  16.481743  11.908748  16.158845
N  12.494232  12.705143  11.509936
N  10.761322  13.209837  13.223108
C  11.947134  14.549416  9.870833
C  12.723560  14.299785  22.013236
C  16.335994  15.664980  15.812943
C  22.777217  13.083896  17.453289
C  11.451270  6.656421  17.215230
C  14.823142  16.091600  14.133190
C  16.076908  10.468640  11.862655
C  11.290767  9.797062  11.545355
C  13.978050  12.270570  22.519120
C  12.388549  16.581176  18.570574
C  18.333415  12.766240  11.937596
C  15.828394  14.205414  15.743460
C  11.139861  14.344919  15.053790
C  12.869250  13.620362  10.577214
C  9.573095  13.683814  13.643857
C  11.645979  15.116928  16.242405
C  13.570845  11.622516  21.429043
C  22.582455  14.099787  15.422006
C  12.245026  13.561528  20.917460
C  15.970337  11.941833  11.631425
C  11.406874  8.666332  12.335993
C  11.240328  8.030331  17.325057
C  18.743306  11.279543  16.656386
C  11.515698  16.440474  16.330258
C  11.739399  6.169806  15.945804
C  17.341730  10.984509  16.544150
C  17.514830  8.853310  17.788689
C  20.641422  12.991317  16.420503
C  18.267128  10.490977  12.985644
C  14.247673  13.491986  10.413193
C  18.881673  11.697220  12.442537
C  21.228926  13.715280  15.368722
C  17.035672  9.985676  12.851608
C  19.181985  12.538760  16.405428
C  14.889327  14.794982  13.720685
C  18.236498  13.520716  16.025937
C  11.621104  6.987656  14.808022
C  13.543186  13.578948  22.870933
C  15.175781  8.093394  16.698638
C  16.872979  12.908689  11.682105
C  9.771054  14.342810  14.808545
C  16.803338  9.672832  16.836831
C  12.558312  15.151227  18.687810
C  11.946997  17.246279  17.514020
C  14.597000  12.433022  11.303028
C  15.898080  7.330905  17.593274
C  11.121372  9.119917  13.651347
C  16.873459  13.161758  16.046648
C  12.562975  12.244025  20.595420
C  8.374823  13.398229  12.750776
C  11.048660  8.806859  16.204962
C  11.532208  9.933491  10.105700
C  11.204869  8.342438  14.912306
C  21.474873  12.649077  17.471984
C  14.647212  13.779851  16.570166
C  12.498626  14.523426  17.285130
B  11.073165  12.351630  12.011093
H  22.974418  14.681099  14.590786
H  16.615453  13.923804  11.461954
H  12.396021  15.363043  22.223585
H  13.865930  13.970183  23.795261
H  17.168436  16.039244  16.346964
H  10.929544  10.584874  9.467523
H  12.123155  5.159438  15.808579
H  19.898745  11.749696  12.671506
H  11.444593  14.047286  9.020153
H  9.198820  14.918570  15.475375
H  12.567493  10.345522  9.985094
H  18.558367  14.491216  15.736283
H  21.192238  12.114596  18.396689
H  20.552154  13.957963  14.516048
H  14.195578  7.758317  16.265371
H  8.672681  13.833121  11.777699
H  11.961845  6.672402  13.847689
H  16.693620  9.129337  13.445657
H  14.776657  7.782202  12.376177
H  11.557712  6.000657  18.079473
H  11.597895  8.922477  9.648103
H  11.126552  17.015094  15.516847
H  11.138862  14.921760  10.583518
H  15.520161  6.366539  17.919523
H  23.381611  12.869043  18.305205
H  14.630421  11.818174  23.221743
H  13.587024  14.908785  19.089124
H  13.728467  7.282943  13.383179
H  12.437742  13.393322  17.358501
H  7.432582  13.711376  13.101624
H  10.332854  12.505735  11.112657
H  12.381303  15.388605  9.344786
H  18.530298  9.128448  18.096989
H  18.924960  9.807902  13.502597
H  14.470874  16.802425  13.445105
H  19.375470  10.476546  16.994694
H  12.677670  17.164600  19.445405
H  14.793133  14.138731  9.753838
H  10.801187  9.856105  16.358071
H  11.527664  7.653498  11.922769
H  11.201097  8.492718  18.366211
H  13.775715  10.559017  21.156307
H  18.884373  13.690863  11.814424
H  8.280275  12.297329  12.635887
H  11.945661  18.305885  17.450273
H  14.448335  14.424299  12.828162

Cartesian forces (eV/Å) of the 6 atoms listed first:
Rb -0.1723 0.1534 0.0148
S 1.3421 -0.0943 0.3692
S -0.0222 0.2262 1.1522
O -1.9316 -0.2352 -0.1878
O 0.4272 0.5635 0.1102
O 1.9497 -0.4502 -0.1211

(6)
Computed, not measured: a single C20H26N4O4 molecule in a non-equilibrium geometry, with ωB97M-V/def2-TZVPD.

* calculated total energy: -35309.1496 eV
* relative energy (zero: lowest compared OMol25 entry of this formula, charge and spin): 6.137 eV
* SMILES string: COCCC[C@@](C#N)(CCC(=O)O)[C@](C#N)(CCCCn1cccc1)OC#N
* HOMO-LUMO gap: 0.3193 Ha

Element x y z (Å)
O  3.092584  0.033412  2.892253
O  0.154706  -0.337637  -2.322918
O  4.275968  1.468909  1.697299
O  5.006153  -2.060140  -0.441564
N  -0.695804  -2.518863  -1.635757
N  -0.018113  -0.720412  1.715549
N  0.468062  2.882746  -2.670992
N  -4.745305  0.315964  0.207397
C  0.622905  -0.259012  0.889852
C  0.280267  1.934615  -2.073280
C  -0.265101  -1.501567  -1.943439
C  2.417971  -0.127892  -0.781416
C  2.624914  -1.588394  -0.384044
C  1.951788  1.938761  1.853291
C  -5.648493  -0.076023  -0.754328
C  0.044565  0.718379  -1.303320
C  1.122104  0.569288  -0.206348
C  -4.335271  -0.796773  0.893026
C  3.797181  -2.180369  -1.195245
C  -2.925107  1.879573  0.891997
C  -1.409370  0.751216  -0.810400
C  -4.960482  -1.906265  0.362180
C  3.206625  1.153626  2.141236
C  1.561793  1.947257  0.378515
C  -5.794028  -1.439687  -0.683565
C  5.545214  -3.292901  -0.043163
C  -4.349445  1.709885  0.385027
C  -1.899236  2.091103  -0.236763
H  -6.137385  0.608099  -1.421328
H  -4.813065  -2.909241  0.712877
H  3.619112  -3.239683  -1.363014
H  2.941956  -1.675766  0.648272
H  -2.022602  0.534150  -1.682530
H  5.808998  -3.925836  -0.891821
H  4.885991  -3.836634  0.638000
H  2.204674  2.965474  2.111087
H  -4.438777  2.172658  -0.594468
H  -2.378675  2.675508  -1.016629
H  2.431788  -0.053905  -1.864405
H  -2.586671  1.024005  1.468447
H  2.316573  0.091939  3.465379
H  0.793257  2.703987  0.262375
H  -5.067836  2.220715  1.023054
H  6.463441  -3.087572  0.499810
H  3.935157  -1.664039  -2.142633
H  1.125821  1.676156  2.507558
H  -1.110850  2.721021  0.163632
H  -3.641160  -0.744930  1.709688
H  -2.894511  2.735017  1.561135
H  1.758831  -2.214467  -0.584736
H  3.298075  0.410339  -0.447702
H  2.418821  2.312555  -0.176329
H  -1.623429  -0.035458  -0.095142
H  -6.414575  -2.052872  -1.311647

Cartesian forces (eV/Å) of the 6 atoms listed first:
O 0.0684 0.2906 0.3083
O 0.2296 -0.0789 0.2068
O -0.3121 -0.1216 -0.0841
O -0.1081 0.2846 -0.4093
N -0.0577 -0.6173 0.1318
N -0.0318 -0.5997 0.8117

- Number 6 is which compound?
  C20H26N4O4